# 1
{"formula": "C29H40BF4N6O8P", "method": "ωB97M-V/def2-TZVPD", "max_force_ev_per_a": 7.82, "e_lumo_ev": -1.318, "elements": ["C", "C", "C", "P", "O", "O", "C", "B", "O", "O", "C", "N", "C", "F", "F", "F", "C", "N", "C", "O", "O", "N", "O", "C", "C", "C", "C", "F", "C", "C", "C", "C", "N", "C", "C", "C", "O", "H", "H", "H", "H", "H", "H", "H", "H", "H", "H", "H", "H", "H", "H", "H", "H", "H", "H", "H", "H", "H", "H", "H", "H", "H", "H", "H", "H", "H", "H", "N", "C", "C", "C", "C", "C", "H", "H", "H", "H", "H", "N", "C", "C", "C", "C", "C", "H", "H", "H", "H", "H"], "coordinates": [[-0.608, 1.070, -3.525], [-1.180, 1.230, -2.477], [-1.783, 1.192, -1.030], [-1.881, 3.021, -0.472], [-1.772, 4.104, -1.766], [-3.213, 3.314, 0.529], [-3.224, 0.474, -1.221], [-4.167, 1.234, -2.297], [-4.501, 2.591, -2.270], [-4.754, 0.452, -3.343], [-3.773, 0.000, -4.302], [-3.803, 0.328, 0.140], [-4.928, -0.564, 0.218], [-5.005, -1.524, -0.757], [-5.027, -1.237, 1.433], [-6.112, 0.182, 0.130], [-2.805, 0.124, 1.174], [-3.042, 0.608, 2.344], [-2.142, 0.545, 3.535], [-0.986, 0.943, 3.566], [-2.695, 0.063, 4.617], [-1.542, -0.541, 0.886], [-1.709, -1.779, 0.312], [-2.079, -2.794, 1.281], [-1.468, -2.607, 2.729], [-1.164, -4.060, 3.353], [-0.818, 0.381, -0.041], [-0.231, 1.359, 0.819], [0.407, -0.328, -0.760], [1.345, -1.075, 0.324], [1.744, -2.498, -0.238], [2.902, -3.158, 0.653], [2.600, -4.627, 0.691], [3.702, -5.388, 1.387], [2.565, -5.178, -0.668], [1.505, -6.332, -0.930], [3.265, -4.811, -1.589], [-0.131, 0.749, -4.470], [-2.261, 3.797, -2.562], [-4.046, 2.926, 0.182], [-2.964, -0.530, -1.690], [-5.244, 2.734, -2.892], [-3.395, 0.859, -4.920], [-2.928, -0.600, -3.866], [-4.321, -0.701, -5.007], [-3.944, 1.089, 2.481], [-3.204, -2.955, 1.303], [-1.661, -3.770, 0.879], [-2.302, -2.194, 3.378], [-0.542, -1.979, 2.773], [-2.127, -4.394, 3.857], [-0.945, -4.833, 2.568], [-0.401, -4.007, 4.177], [1.093, 0.419, -1.262], [0.092, -1.103, -1.510], [2.311, -0.485, 0.407], [0.901, -1.080, 1.356], [2.227, -2.314, -1.247], [0.820, -3.135, -0.296], [3.924, -2.965, 0.190], [2.897, -2.763, 1.710], [3.219, -6.250, 1.937], [4.386, -5.797, 0.592], [4.235, -4.691, 2.101], [0.552, -5.951, -1.386], [2.029, -7.097, -1.561], [1.300, -6.798, 0.084], [3.463, 5.530, -3.591], [3.193, 6.768, -3.162], [2.112, 7.086, -2.354], [1.257, 6.065, -1.971], [1.514, 4.774, -2.404], [2.624, 4.561, -3.206], [3.888, 7.533, -3.491], [1.944, 8.107, -2.035], [0.400, 6.272, -1.341], [0.868, 3.952, -2.125], [2.869, 3.567, -3.567], [3.498, 1.665, 1.248], [2.651, 2.436, 1.928], [2.928, 2.982, 3.171], [4.160, 2.708, 3.744], [5.060, 1.905, 3.056], [4.682, 1.412, 1.818], [1.702, 2.617, 1.436], [2.199, 3.603, 3.676], [4.416, 3.115, 4.715], [6.030, 1.668, 3.473], [5.350, 0.781, 1.240]], "forces_ev_per_angstrom": [[0.11, -0.49, -0.76], [-0.43, -0.35, 2.13], [-1.40, -0.12, -3.04], [2.81, 2.94, 2.49], [-1.78, -2.31, -0.20], [-0.24, -1.43, -2.26], [2.16, -0.43, -0.63], [-1.39, -0.11, -1.32], [0.01, -1.57, 0.32], [1.65, 1.11, 1.10], [-0.56, -1.07, -1.36], [0.33, -1.77, 0.67], [-2.46, -0.62, 0.76], [0.42, 1.49, 1.17], [0.57, 1.27, -1.85], [1.78, -1.05, -0.19], [-0.25, -0.17, 0.07], [-0.01, -0.03, -1.52], [1.47, -1.53, 7.53], [-0.88, 0.37, -2.75], [-0.72, 0.90, -4.35], [-0.64, 2.72, 0.30], [-0.85, -0.83, -0.71], [0.56, -1.52, 0.90], [-0.83, -1.14, 0.41], [-1.30, 0.46, 0.29], [2.21, 0.78, -0.22], [-0.79, -1.63, -0.89], [0.61, -0.73, 1.24], [0.57, 0.31, -0.75], [1.03, 1.25, 0.74], [-0.76, -0.17, -0.71], [1.07, 0.22, -0.59], [-0.55, -0.41, 0.09], [-1.12, -0.47, -1.01], [1.21, -0.06, 1.48], [-0.50, 0.09, 1.12], [-0.57, 0.73, 1.16], [0.20, 0.54, 0.35], [0.18, 0.47, 0.19], [-0.56, 0.92, 0.83], [0.61, 0.03, 0.25], [-0.16, -0.77, 0.73], [-0.74, 0.79, -0.17], [0.62, 0.86, 0.84], [0.63, -0.24, 0.04], [1.23, 0.58, 0.04], [-0.36, 1.37, 0.04], [1.42, 0.08, -0.61], [-1.08, -0.42, -0.28], [1.15, 0.20, -0.57], [0.26, 0.79, 0.81], [-0.58, -0.11, -1.09], [-1.37, -0.53, 0.50], [-0.04, 0.95, 0.66], [-1.25, -0.50, 0.01], [0.26, -0.21, -1.05], [-1.00, -0.44, 0.89], [1.03, 0.33, -0.05], [-1.16, -0.07, 0.51], [-0.09, -0.51, -1.08], [0.79, 0.93, -0.42], [-0.12, 0.42, 1.13], [-0.57, -0.98, -0.84], [1.07, -0.27, 0.40], [-0.79, 0.79, 0.32], [-0.11, 0.47, -1.24], [-0.35, 0.09, 0.23], [0.19, -0.28, -0.18], [-0.02, -0.09, -0.01], [-0.13, 0.06, 0.10], [0.03, -0.02, -0.01], [0.29, 0.20, -0.16], [-0.04, 0.03, 0.04], [0.03, -0.03, -0.02], [0.02, -0.05, -0.03], [0.02, 0.04, 0.00], [-0.05, -0.01, 0.05], [0.32, -0.04, 0.24], [-0.21, -0.03, -0.32], [0.19, -0.01, 0.10], [-0.01, 0.03, 0.06], [-0.09, 0.03, 0.00], [-0.21, -0.01, -0.19], [-0.02, 0.06, 0.14], [-0.02, -0.06, -0.05], [-0.01, -0.02, -0.04], [-0.02, 0.00, -0.04], [0.04, 0.02, 0.06]]}

# 2
{"formula": "C29H40MnN4O5SSi", "method": "ωB97M-V/def2-TZVPD", "multiplicity": 2, "total_charge": -2, "max_force_ev_per_a": 0.78, "e_lumo_ev": [4.041, 4.042], "relative_energy_kj_mol": 39.1, "elements": ["Mn", "N", "C", "C", "O", "N", "C", "C", "O", "O", "H", "H", "H", "H", "H", "H", "C", "C", "C", "C", "C", "C", "C", "S", "O", "O", "N", "C", "C", "C", "C", "C", "C", "C", "C", "N", "C", "H", "H", "H", "H", "H", "H", "H", "H", "H", "H", "H", "H", "H", "C", "Si", "C", "C", "C", "C", "C", "C", "C", "C", "H", "H", "H", "H", "H", "H", "H", "H", "H", "H", "H", "H", "H", "H", "H", "H", "H", "H", "H", "H", "H"], "coordinates": [[0.361, -0.589, -0.019], [0.477, 2.302, 0.079], [-0.261, 2.464, 1.334], [0.250, 1.483, 2.393], [0.492, 1.962, 3.527], [0.457, 0.252, 1.962], [1.361, -0.560, 2.759], [2.411, -1.204, 1.854], [3.445, -1.663, 2.340], [2.102, -1.240, 0.603], [1.460, 2.507, 0.204], [0.122, 2.905, -0.650], [-1.319, 2.285, 1.129], [-0.168, 3.457, 1.779], [0.839, -1.378, 3.272], [1.864, 0.025, 3.529], [2.434, 6.152, -4.162], [2.227, 4.685, -3.883], [3.253, 3.765, -4.078], [3.060, 2.414, -3.834], [1.825, 1.955, -3.387], [0.798, 2.861, -3.186], [1.003, 4.214, -3.433], [1.680, 0.184, -3.097], [1.567, -0.390, -4.421], [2.847, -0.146, -2.332], [0.390, -0.009, -2.197], [-0.878, 0.125, -2.722], [-1.263, 0.267, -4.050], [-2.612, 0.468, -4.404], [-3.605, 0.538, -3.469], [-3.266, 0.395, -2.101], [-4.224, 0.466, -1.062], [-3.819, 0.335, 0.228], [-2.455, 0.106, 0.504], [-1.543, 0.004, -0.432], [-1.921, 0.176, -1.733], [3.490, 6.420, -4.095], [1.882, 6.771, -3.453], [2.090, 6.415, -5.166], [4.225, 4.117, -4.409], [3.868, 1.703, -3.959], [-0.164, 2.515, -2.837], [0.194, 4.916, -3.257], [-0.515, 0.205, -4.825], [-2.862, 0.571, -5.455], [-4.641, 0.693, -3.749], [-5.269, 0.618, -1.313], [-4.523, 0.386, 1.049], [-2.093, -0.013, 1.517], [-2.090, -3.030, -1.242], [-0.475, -2.890, -0.206], [0.723, -4.094, -1.185], [0.081, -5.398, -1.672], [2.011, -4.437, -0.426], [1.155, -3.303, -2.424], [-1.045, -3.691, 1.496], [-1.856, -2.609, 2.218], [-1.951, -4.920, 1.377], [0.138, -4.049, 2.405], [-2.444, -4.059, -1.362], [-1.921, -2.613, -2.243], [-2.902, -2.447, -0.787], [-0.280, -6.025, -0.855], [0.828, -5.988, -2.229], [-0.758, -5.213, -2.349], [1.840, -5.153, 0.378], [2.482, -3.546, -0.001], [2.728, -4.903, -1.123], [0.307, -2.948, -3.020], [1.779, -3.936, -3.077], [1.757, -2.437, -2.141], [-2.739, -2.313, 1.640], [-1.254, -1.715, 2.400], [-2.208, -2.988, 3.192], [-2.852, -4.708, 0.792], [-2.277, -5.244, 2.380], [-1.444, -5.767, 0.913], [0.922, -3.289, 2.395], [0.597, -4.994, 2.116], [-0.208, -4.161, 3.445]], "forces_ev_per_angstrom": [[-0.25, 0.58, 0.20], [-0.07, -0.07, 0.09], [0.01, 0.01, -0.16], [0.14, 0.22, 0.17], [-0.06, -0.18, -0.11], [-0.03, -0.31, -0.35], [-0.10, 0.03, 0.07], [-0.09, 0.03, -0.31], [-0.05, -0.06, 0.06], [0.43, -0.05, 0.00], [0.04, -0.03, 0.02], [-0.01, 0.06, -0.01], [-0.02, 0.00, -0.02], [-0.01, 0.07, 0.03], [0.00, 0.06, 0.03], [0.00, 0.05, 0.03], [0.01, -0.03, 0.01], [0.05, 0.10, -0.02], [0.10, -0.09, -0.01], [-0.04, 0.05, 0.02], [0.13, -0.01, -0.05], [-0.05, 0.09, -0.05], [-0.11, -0.09, 0.06], [-0.15, 0.22, 0.09], [0.07, -0.05, -0.18], [0.14, -0.06, 0.05], [-0.10, -0.31, 0.24], [-0.19, 0.10, 0.13], [-0.05, -0.04, -0.17], [0.20, -0.05, 0.00], [0.00, 0.00, 0.16], [0.03, 0.03, -0.02], [-0.19, -0.01, -0.34], [0.37, -0.09, 0.39], [-0.65, 0.16, 0.41], [0.66, -0.18, -0.17], [-0.02, 0.08, -0.28], [0.00, 0.00, 0.00], [0.00, -0.02, 0.00], [0.00, -0.01, 0.00], [-0.01, -0.02, 0.00], [-0.02, 0.03, -0.01], [-0.03, -0.03, 0.03], [0.00, -0.02, -0.01], [-0.02, 0.02, 0.01], [0.04, -0.01, 0.00], [0.01, 0.00, 0.02], [0.02, 0.02, -0.02], [0.03, 0.01, 0.02], [-0.07, 0.05, -0.04], [-0.11, 0.04, -0.07], [-0.03, 0.00, -0.05], [0.06, -0.01, -0.01], [0.03, 0.02, -0.05], [0.03, 0.07, 0.00], [0.04, 0.03, -0.10], [0.03, -0.03, 0.13], [-0.06, 0.04, 0.04], [-0.04, -0.01, 0.03], [-0.03, 0.00, 0.00], [-0.01, 0.03, -0.02], [-0.05, -0.06, 0.07], [0.08, -0.07, -0.05], [-0.01, -0.01, 0.07], [-0.05, 0.03, 0.01], [0.02, 0.00, 0.04], [-0.05, -0.05, 0.09], [-0.05, -0.05, -0.03], [-0.03, 0.03, 0.04], [0.05, 0.00, 0.03], [-0.05, 0.02, 0.03], [-0.03, -0.06, -0.01], [0.06, -0.03, 0.04], [-0.03, -0.06, -0.01], [0.01, 0.01, -0.04], [0.05, 0.00, 0.03], [0.01, 0.01, -0.05], [0.04, -0.03, -0.04], [-0.04, -0.07, -0.02], [0.04, -0.06, -0.07], [0.03, 0.00, -0.05]]}